DFT (ωB97M-V/def2-TZVPD) results for C16H40FIN3O8P2 as an isolated structure.

Element x y z (Å)
C: 3.75305 1.68168 0.76050
C: 3.85692 3.10187 0.24634
F: 5.14092 3.57426 0.37381
C: 2.90414 4.13193 0.87502
N: 1.59655 3.61527 1.28096
C: 0.71579 3.07374 0.48698
N: 1.02892 2.91211 -0.83690
N: -0.51458 2.68854 0.94218
I: -0.69835 0.63549 1.05532
H: 2.76731 1.23754 0.61133
H: 4.03991 1.58406 1.80824
H: 4.44634 1.07543 0.17600
H: 3.65372 3.07820 -0.82772
H: 3.40574 4.56496 1.74023
H: 2.75253 4.95479 0.17444
H: 1.33622 3.72728 2.25156
H: 1.55387 2.05705 -0.99898
H: 0.19560 2.93074 -1.41593
H: -0.70185 3.08432 1.85897
O: -2.13975 -2.53938 5.04431
P: -3.56362 -2.22066 5.21237
O: -3.76435 -0.63439 5.37265
C: -3.41895 0.22184 4.28849
C: -4.36699 0.07850 3.10863
O: -3.97183 -2.68608 6.69500
C: -3.05668 -3.39820 7.53389
C: -2.23841 -2.45809 8.39663
O: -4.96153 -2.60355 4.55472
C: -5.05813 -3.81023 3.75693
C: -4.73507 -5.05827 4.55152
H: -2.38598 0.02207 3.98130
H: -3.46197 1.24160 4.67070
H: -4.27021 -0.90628 2.64664
H: -4.14981 0.82645 2.34334
H: -5.40190 0.18884 3.42800
H: -2.41380 -4.04401 6.93605
H: -3.66262 -4.05032 8.16331
H: -1.87585 -1.60616 7.82199
H: -1.38433 -2.97955 8.82960
H: -2.84495 -2.06145 9.21155
H: -4.39537 -3.72361 2.89202
H: -6.07895 -3.84690 3.38402
H: -3.68951 -5.06920 4.86925
H: -4.91088 -5.94540 3.94370
H: -5.35173 -5.11275 5.44784
O: 0.92072 1.34491 -5.40459
P: 1.98120 0.33369 -5.50339
O: 2.05899 -0.52542 -4.14832
C: 0.95315 -1.36730 -3.79011
C: 0.80019 -2.57158 -4.69872
O: 3.37908 1.13913 -5.37954
C: 3.40470 2.56347 -5.34898
C: 3.30481 3.07085 -3.92632
O: 2.52931 -0.73524 -6.53760
C: 2.16056 -0.62294 -7.93896
C: 2.62898 0.67634 -8.55889
H: 0.03359 -0.77413 -3.77867
H: 1.14848 -1.69909 -2.77038
H: 0.50597 -2.27294 -5.70606
H: 0.03027 -3.23998 -4.31307
H: 1.73955 -3.11695 -4.77896
H: 2.61121 2.98171 -5.96767
H: 4.34932 2.87234 -5.79694
H: 2.54069 2.52050 -3.37478
H: 3.05904 4.13386 -3.90499
H: 4.24960 2.92896 -3.39663
H: 1.07753 -0.72589 -8.03370
H: 2.61476 -1.47363 -8.44064
H: 2.12247 1.53615 -8.11279
H: 2.41633 0.67903 -9.62726
H: 3.69982 0.81012 -8.40877

The energy is -67484.690 eV. As for the highest occupied orbital energy: -0.4467 Ha. As for the net charge: +1. The value obtained for the HOMO-LUMO gap is 7.1 eV.

Results of the Löwdin charge analysis, in e, for atoms 1 through 6: -0.015 -0.389 0.020 -0.069 0.136 -0.568

DFT (ωB97M-V/def2-TZVPD) results for one molecule with the formula C17H21N3O3S2.

Element x y z (Å)
C: 0.36235 4.47478 -2.13760
C: 1.21990 3.75202 -2.83287
C: 1.04338 2.29421 -3.11815
N: 2.28514 1.56185 -2.96592
C: 2.30258 0.23254 -3.55161
C: 2.47189 0.30106 -5.04177
C: 3.61582 0.05798 -5.65191
S: 2.99487 1.67003 -1.45307
O: 4.12862 0.79162 -1.45611
O: 3.20439 3.05166 -1.15025
C: 1.76153 1.01456 -0.32939
C: 0.87175 1.87446 0.28394
C: -0.12446 1.37506 1.10349
C: -0.22491 -0.00110 1.30889
N: -1.17840 -0.60874 2.11420
C: -2.22402 -0.11545 2.79512
S: -2.76825 1.43683 2.87511
N: -2.95449 -1.05242 3.52487
C: -2.76433 -2.40804 3.62091
O: -1.86768 -2.99172 3.03375
C: -3.73986 -3.09521 4.49382
C: -4.14659 -4.49916 4.10323
C: -3.24627 -4.29957 5.26495
C: 0.69182 -0.85920 0.68914
C: 1.67883 -0.35213 -0.13050
H: 0.50866 5.52857 -1.98025
H: -0.52348 4.04342 -1.69828
H: 2.10445 4.19243 -3.26567
H: 0.73401 2.18528 -4.16388
H: 0.24888 1.86935 -2.48179
H: 1.38155 -0.31575 -3.29570
H: 3.16238 -0.27252 -3.11103
H: 1.59562 0.58287 -5.61071
H: 3.71832 0.12587 -6.72179
H: 4.49757 -0.21831 -5.09850
H: 0.98212 2.93455 0.11959
H: -0.81434 2.04811 1.58302
H: -1.07833 -1.62829 2.21314
H: -3.72625 -0.63298 4.02877
H: -4.48340 -2.46405 4.96138
H: -5.17357 -4.78255 4.27213
H: -3.71554 -4.88777 3.19343
H: -3.63070 -4.44077 6.26280
H: -2.20425 -4.55242 5.14326
H: 0.62082 -1.92355 0.86094
H: 2.40188 -0.99739 -0.60314

Its structure (SMILES) is C=CCN(CC=C)S(=O)(=O)c1ccc(NC(=S)NC(=O)C2CC2)cc1. The energy is -50251.446 eV. As for the highest occupied orbital energy: -0.3216 Ha. The energy above the lowest of the compared OMol25 structures with the same formula, charge and spin comes out at 57.7 kcal/mol. The value obtained for the HOMO-LUMO gap is 8.7 eV.

Results of the natural (NBO) charge analysis, in e, for atoms 1 through 6: -0.403 -0.163 -0.277 -0.658 -0.277 -0.192

DFT (ωB97M-V/def2-TZVPD) results for C39H27BrCaN7O6 as an isolated structure.

Element x y z (Å)
Ca: 0.06630 -0.15015 -0.09081
O: 0.38135 3.12063 2.91268
C: 0.11527 2.19856 2.14771
O: 0.86635 1.30798 1.63565
C: -1.37047 2.03089 1.75070
C: -2.42818 2.56380 2.46748
C: -3.71952 2.22413 2.07938
C: -3.94241 1.38743 0.99090
C: -2.83929 0.91940 0.30259
N: -1.60231 1.25720 0.68724
C: -2.93108 0.01206 -0.94888
O: -4.05752 -0.22968 -1.37494
O: -1.79660 -0.33041 -1.41788
H: -2.21325 3.20759 3.30948
H: -4.56631 2.60849 2.63782
H: -4.92912 1.08441 0.66792
N: -0.46243 -10.76677 0.16268
C: -0.38742 -9.61967 0.14383
C: -0.29000 -8.16444 0.11098
C: -1.25163 -7.42357 -0.56798
C: -1.15492 -6.04150 -0.59910
C: -0.10465 -5.39912 0.04516
C: 0.85067 -6.14521 0.72297
C: 0.76334 -7.52792 0.75861
C: -0.01206 -3.90302 0.00328
C: -0.75721 -3.26151 1.01237
C: -1.60390 -3.90883 1.95464
C: -2.14321 -2.91981 2.74909
C: -1.58990 -1.70423 2.27048
N: -0.76675 -1.89097 1.24494
C: 0.77521 -3.40265 -1.03209
C: 1.51487 -4.20098 -1.96447
C: 2.11282 -3.33313 -2.83776
C: 1.70738 -2.02921 -2.41496
N: 0.92465 -2.04761 -1.35734
H: -2.06664 -7.92871 -1.06913
H: -1.89358 -5.44835 -1.12458
H: 1.66442 -5.63275 1.22116
H: 1.50554 -8.11381 1.28445
H: -1.79486 -4.97024 2.01232
H: -2.84523 -3.03224 3.56092
H: -1.75448 -0.71270 2.67477
H: 1.57666 -5.27816 -1.96696
H: 2.75042 -3.56811 -3.67672
H: 1.96620 -1.08616 -2.88500
C: 2.38114 -1.74552 2.19192
O: 2.27353 -0.99622 0.98058
C: 3.41904 -0.47220 0.47484
C: 4.67112 -0.84523 0.91350
C: 5.80394 -0.26502 0.34371
Br: 7.51551 -0.79889 0.95705
C: 5.69932 0.67718 -0.63964
C: 4.43153 1.06454 -1.09074
C: 3.28782 0.49104 -0.54824
O: 2.03747 0.81852 -0.95377
C: 4.29305 2.10152 -2.12438
N: 3.13888 2.48622 -2.59486
C: 3.41990 3.48416 -3.52279
C: 2.54831 4.23376 -4.30700
C: 3.09666 5.17617 -5.15753
C: 4.48822 5.36926 -5.22573
C: 5.36078 4.62782 -4.44808
C: 4.79184 3.68356 -3.59742
N: 5.33756 2.78119 -2.68974
H: 2.90993 -1.15593 2.94063
H: 2.89732 -2.68859 2.00413
H: 1.36313 -1.93788 2.51154
H: 4.77514 -1.58213 1.69339
H: 6.59515 1.11551 -1.06029
H: 2.08001 1.55252 -1.63163
H: 1.48058 4.07150 -4.23443
H: 2.44757 5.77809 -5.78016
H: 4.88522 6.11643 -5.90118
H: 6.43062 4.78295 -4.50315
H: 6.30903 2.66865 -2.46518
C: -2.70126 2.43214 -2.73645
C: -1.24682 2.38630 -2.53425
N: -0.11954 2.31256 -2.33441
H: -2.95424 3.27700 -3.37305
H: -3.20742 2.53795 -1.77955
H: -3.03920 1.49872 -3.18306

The energy is -152086.296 eV. As for the highest occupied orbital energy: -0.1809 Ha. As for the net charge: -1. The value obtained for the HOMO-LUMO gap is 6.9 eV.

Results of the natural (NBO) charge analysis, in e, for atoms 1 through 6: 1.770 -0.696 0.747 -0.838 0.117 -0.237

DFT (ωB97M-V/def2-TZVPD) results for a 2-piece molecular cluster, C2H4N2O2 overall.

Element x y z (Å)
H: 0.55405 1.30825 0.03245
N: 1.23135 1.36346 -0.73194
C: 1.05776 0.42876 -1.56823
O: 0.15214 -0.56909 -1.56746
H: 1.69746 0.35319 -2.44719
H: -0.38572 -0.51371 -0.75474
N: -1.27142 -0.35927 1.02950
C: -0.71237 -0.76107 2.04328
O: -0.07580 -1.15183 2.93447
H: -2.24746 -0.09869 1.02986

Its structure (SMILES) is [H]/N=C\O.N=C=O. The energy is -9213.763 eV. As for the highest occupied orbital energy: -0.3776 Ha. The energy above the lowest of the compared OMol25 structures with the same formula, charge and spin comes out at 33.7 kcal/mol. The value obtained for the HOMO-LUMO gap is 10.6 eV.

Results of the natural (NBO) charge analysis, in e, for atoms 1 through 6: 0.328 -0.710 0.415 -0.696 0.152 0.494

DFT (ωB97M-V/def2-TZVPD) results for C12H14Br4NiO5 as an isolated structure.

Element x y z (Å)
Ni: 0.12937 0.02162 -0.68437
C: 2.42221 0.95646 -2.41084
O: 1.74177 -0.19146 -1.96532
C: 1.14108 -0.84325 -3.08123
C: 0.38969 -2.08615 -2.51416
O: -0.67515 -1.76339 -1.63288
C: -1.01081 -2.79904 -0.63111
C: -0.75809 -2.27015 0.82710
O: 0.50868 -1.61430 0.74556
C: 1.02561 -1.18184 2.01179
H: 3.18696 0.73626 -3.13600
H: 2.74501 1.45624 -1.50347
H: 1.70796 1.64280 -2.93799
H: 1.90345 -1.08933 -3.84569
H: 0.46229 -0.09008 -3.58820
H: 1.19069 -2.64406 -1.97980
H: -0.02518 -2.62263 -3.41770
H: -0.30348 -3.65814 -0.76878
H: -2.03382 -3.03904 -0.77276
H: -0.81168 -3.11947 1.55907
H: -1.58452 -1.65751 1.03244
H: 1.10826 -2.18113 2.67528
H: 0.28519 -0.46519 2.41577
H: 1.97631 -0.73758 1.75700
Br: -0.69543 4.75560 3.97605
C: -1.04143 3.40998 2.74554
C: -2.23410 2.70976 2.69162
Br: -3.70859 3.15346 3.78789
C: -2.43475 1.68859 1.71798
Br: -3.96140 0.65061 1.58862
C: -1.45210 1.44204 0.81546
O: -1.57341 0.55176 -0.17481
C: -0.18009 2.16782 0.88404
O: 0.79513 1.70987 0.08870
C: 0.02205 3.08629 1.88055
Br: 1.74232 3.91458 1.84465

As for the expectation value of S²: 2.005. The energy is -344119.404 eV. As for the spin multiplicity: 3. As for the highest occupied orbital energy (spin up / spin down): -0.2590 / -0.2608 Ha. The value obtained for the HOMO-LUMO gap (spin up / spin down) is 7.3 / 7.1 eV.

Results of the natural (NBO) charge analysis, in e, for atoms 1 through 6: 1.483 -0.261 -0.586 -0.106 -0.097 -0.582